Entry 1:
The following is a DFT calculation (wB97M-V/def2-TZVPD) of a structure of composition C24H66ClN6O6Ti in a non-equilibrium geometry.

```
104
C24H66ClN6O6Ti (wB97M-V/def2-TZVPD)
Ti -2.6107 -8.2494 17.1681
Cl -3.6960 -6.4391 17.1803
C -4.5356 -7.5142 13.4118
C -4.3878 -6.1085 13.9905
C -5.6531 -5.7410 14.7821
O -6.9036 -5.7107 14.1214
C -7.0991 -4.6646 13.1006
N -3.2560 -5.9510 14.8882
H -4.5906 -8.2520 14.2122
H -3.7303 -7.7873 12.7300
H -5.4724 -7.6284 12.8663
H -4.2816 -5.3708 13.1951
H -5.3626 -4.7809 15.2086
H -5.8341 -6.3727 15.6518
H -6.4087 -4.8374 12.2750
H -6.6840 -3.7856 13.5937
H -8.1524 -4.5015 12.8725
H -3.4772 -6.5392 15.6788
H -3.2365 -4.9933 15.2085
C -1.2684 -6.9669 20.4044
C -1.5580 -7.6938 19.1120
C -0.9130 -9.0949 18.8452
O -1.0193 -9.5378 17.4660
C -0.1782 -10.6189 17.1291
N -2.9927 -7.8936 19.0561
H -1.5567 -5.9159 20.3821
H -0.2115 -6.9864 20.6703
H -1.7822 -7.3089 21.3028
H -1.2107 -7.0888 18.2745
H -1.4256 -9.7396 19.5591
H 0.1484 -9.0168 19.0807
H -0.4900 -11.0121 16.1614
H -0.4025 -11.4962 17.7358
H 0.8511 -10.2698 17.2103
H -3.4835 -7.0370 18.8430
H -3.2855 -8.2044 19.9714
C -9.8655 -4.1387 15.9024
C -8.7243 -5.0446 16.5379
C -7.8685 -4.2267 17.5048
O -6.8045 -4.8575 18.1537
C -5.6929 -5.3496 17.3595
N -9.3566 -6.1657 17.2288
H -10.7560 -3.8612 16.4664
H -10.2472 -4.7625 15.0941
H -9.4748 -3.2180 15.4691
H -8.0796 -5.3945 15.7316
H -8.4167 -3.7283 18.3042
H -7.4028 -3.4916 16.8483
H -6.0757 -6.0653 16.6319
H -5.0344 -5.9970 17.9387
H -5.0715 -4.5796 16.9023
H -10.1628 -5.8624 17.7562
H -8.7727 -6.4687 17.9953
C -1.4064 -1.6133 19.9319
C -2.5739 -2.0005 20.8005
C -2.7365 -3.5210 20.8718
O -3.0104 -4.0183 19.5838
C -3.4246 -5.3860 19.5186
N -2.4620 -1.3950 22.1016
H -0.4864 -2.0938 20.2647
H -1.1615 -0.5534 20.0006
H -1.6672 -1.7810 18.8869
H -3.5241 -1.6325 20.4134
H -3.4964 -3.7308 21.6245
H -1.8851 -4.0501 21.2997
H -3.5032 -5.6706 18.4693
H -4.3960 -5.4653 20.0066
H -2.6129 -5.9804 19.9380
H -1.5047 -1.2325 22.3795
H -2.9196 -1.8844 22.8573
C -2.5022 -2.1267 16.0194
C -3.0367 -3.3485 16.8019
C -4.1470 -2.9467 17.8371
O -5.2371 -2.3175 17.0852
C -6.3209 -1.8769 17.8959
N -3.6279 -4.2561 15.8510
H -3.2857 -1.6299 15.4473
H -1.6163 -2.3690 15.4324
H -2.2145 -1.4444 16.8193
H -2.1901 -3.7430 17.3639
H -3.5362 -2.2736 18.4388
H -4.4473 -3.8293 18.4019
H -6.0128 -1.2110 18.7020
H -6.9111 -2.7193 18.2565
H -7.0129 -1.2271 17.3603
H -4.5712 -3.9703 15.6303
H -3.7513 -5.1202 16.3592
C -5.7314 -6.1795 19.9096
C -5.0184 -7.5626 19.6091
C -5.6593 -8.6821 20.5224
O -5.1179 -8.4548 21.8462
C -5.8621 -9.2407 22.7758
N -5.1902 -7.8586 18.2205
H -5.4210 -5.3840 19.2321
H -5.5464 -5.8636 20.9363
H -6.7973 -6.3236 19.7333
H -3.9568 -7.5606 19.8565
H -5.4594 -9.6835 20.1413
H -6.7436 -8.5718 20.5385
H -5.7616 -10.2791 22.4600
H -6.9324 -9.1073 22.6189
H -5.4951 -9.1742 23.8000
H -4.6566 -7.1828 17.6926
H -6.1403 -7.6341 17.9616
```

Computed properties:
Orbital gap (spin up / spin down) = 5.09 / 6.41 eV
Maximum force = 12.4 eV Å⁻¹
2S+1 = 4
E_tot = -82783.9725 eV
Net charge = 0

---

Entry 2:
The following is a DFT calculation (wB97M-V/def2-TZVPD) of a cluster of 3 separate species, C6H14O2 in total in a non-equilibrium geometry.

```
22
C6H14O2 (wB97M-V/def2-TZVPD)
C -1.9247 -1.0474 1.2409
C -1.1902 0.2649 1.5991
C 0.2935 0.2003 1.3117
C 1.2232 0.7057 2.1169
C 0.5249 0.1625 -1.1998
C 0.6448 -0.3984 -0.0065
H -2.9281 -1.0450 1.6568
H -1.4440 -1.8472 1.8103
H -1.7787 -1.2586 0.1880
H -1.3019 0.4292 2.6734
H -1.6394 1.0979 1.0575
H 2.2629 0.6392 1.8206
H 1.1043 0.7628 3.1937
H 0.6406 -0.2552 -2.1777
H 0.3201 1.2235 -1.3130
H 0.7928 -1.4774 -0.0356
H 2.8268 0.8812 -1.6969
H 2.4310 2.3987 -1.3660
O 2.5640 1.7341 -2.0466
H -0.7469 -0.4533 -3.3110
H -1.4362 -1.4528 -2.2986
O -1.2386 -1.2647 -3.2171
```

Computed properties:
Orbital gap = 10.50 eV
Maximum force = 1.7 eV Å⁻¹
SMILES = C=CC(=C)CC.O.O
2S+1 = 1
E_tot = -10541.9127 eV
Net charge = 0

---

Entry 3:
The following is a DFT calculation (wB97M-V/def2-TZVPD) of the molecule C9H14N4 in a non-equilibrium geometry.

```
27
C9H14N4 (wB97M-V/def2-TZVPD)
C 1.6663 -1.7651 4.1582
C 1.6471 -0.6408 3.3036
C -0.2294 -2.5324 3.0721
C -0.2684 -1.3584 2.2920
C -0.4453 -0.2630 -0.9937
C -0.6557 0.9989 -1.8342
C 1.0386 -0.7234 -0.8017
C -1.3424 0.8661 -2.9781
C -0.2629 2.3123 -1.2897
N 0.6305 -2.6206 4.0262
N 0.6908 -0.3851 2.4836
N -1.1741 0.0391 0.3676
N -1.1256 -1.0868 1.2691
H 2.3271 -1.8702 4.9715
H 2.3645 0.2413 3.3516
H -0.9958 -3.2791 3.1717
H -0.9917 -1.1730 -1.3344
H 0.9240 -1.5722 -0.0972
H 1.6593 -0.0456 -0.3281
H 1.4739 -0.9988 -1.7058
H -2.0654 -1.4122 1.5276
H -1.9245 0.0618 -3.2655
H -1.7119 1.7827 -3.4642
H 0.4470 2.7722 -2.0213
H 0.2607 2.1596 -0.4181
H -1.2017 2.9989 -1.1216
H -0.8800 0.9043 0.8610
```

Computed properties:
Orbital gap = 9.28 eV
Maximum force = 3.5 eV Å⁻¹
SMILES = C=C(C)[C@@H](C)NNc1cnccn1
2S+1 = 1
E_tot = -15517.3123 eV
Net charge = 0

---

Entry 4:
The following is a DFT calculation (wB97M-V/def2-TZVPD) of a structure of composition C3H9N2OP in a non-equilibrium geometry.

```
16
C3H9N2OP (wB97M-V/def2-TZVPD)
C -2.8961 0.5868 -0.5851
C 3.0425 0.2607 0.1967
C -2.5911 -0.5547 -1.2215
N 0.8145 1.0805 0.1957
N 1.7974 0.4224 0.6340
O -1.5172 -1.3398 -1.0616
P 1.0886 -0.4092 2.0374
H -3.7469 1.2229 -0.7664
H -2.1300 0.9421 0.2960
H 3.8565 -0.3666 0.6826
H 3.3989 0.9037 -0.6630
H -3.2617 -0.9790 -1.8866
H 1.0726 1.6115 -0.6395
H -0.9470 -0.7344 -0.4488
H 1.9597 -1.5980 2.0235
H 0.0594 -1.0487 1.2066
```

Computed properties:
Orbital gap (spin up / spin down) = 8.91 / 8.91 eV
Maximum force = 3.7 eV Å⁻¹
2S+1 = 1
E_tot = -17568.7598 eV
Net charge = 0

---

Entry 5:
The following is a DFT calculation (wB97M-V/def2-TZVPD) of a structure of composition C27H25Cl5N3O2Re in a non-equilibrium geometry.

```
63
C27H25Cl5N3O2Re (wB97M-V/def2-TZVPD)
Re 0.1119 0.1911 -0.2711
C -0.0990 1.9942 -3.0120
N -0.3814 0.6169 -2.5609
C 0.3391 -0.3105 -3.4893
C 1.1798 -1.4047 -2.8361
C 2.3789 -0.8891 -2.0295
N 2.0202 -0.6202 -0.6462
C 2.7838 -1.1325 0.2651
C 2.5722 -1.2229 1.6741
C 3.5589 -1.8547 2.4578
C 3.3794 -2.0957 3.7987
C 2.1841 -1.7139 4.4172
C 1.1947 -1.1013 3.6939
C 1.3458 -0.8340 2.3092
O 0.3547 -0.3202 1.6816
C -1.8426 0.3711 -2.7123
C -2.7927 1.3861 -2.0632
C -2.5635 1.6465 -0.5583
N -1.9380 0.4894 0.0418
C -2.7058 -0.3476 0.6663
C -2.3980 -1.6770 1.0709
C -3.2216 -2.3522 1.9889
C -3.0218 -3.6738 2.3004
C -1.9935 -4.3910 1.6723
C -1.1769 -3.7786 0.7616
C -1.3265 -2.4031 0.4397
O -0.5681 -1.8605 -0.4297
H -0.5327 2.1642 -4.0019
H 0.9757 2.1483 -3.0723
H -0.5018 2.7224 -2.3119
H 1.0013 0.2811 -4.1249
H -0.3861 -0.8002 -4.1471
H 1.5640 -2.0246 -3.6472
H 0.5561 -2.0379 -2.2049
H 2.7610 0.0299 -2.4800
H 3.1792 -1.6351 -2.0689
H 3.7032 -1.6213 -0.0654
H 4.4766 -2.1698 1.9802
H 4.1531 -2.5808 4.3730
H 2.0351 -1.9191 5.4666
H 0.2667 -0.7984 4.1541
H -2.0487 -0.6279 -2.3184
H -2.0884 0.3731 -3.7821
H -3.7963 0.9800 -2.1975
H -2.7520 2.3391 -2.5910
H -3.5232 1.8709 -0.0792
H -1.9073 2.5099 -0.4329
H -3.7311 -0.0367 0.8763
H -4.0069 -1.7985 2.4809
H -3.6476 -4.1687 3.0262
H -1.8471 -5.4352 1.9116
H -0.3666 -4.3172 0.2920
Cl 2.7326 2.3355 -1.4345
C 1.5623 3.0717 -0.4131
C 0.5999 2.2706 0.2237
C -0.1076 2.9576 1.2306
Cl -1.1566 2.0918 2.2873
C 0.0024 4.3284 1.4672
Cl -0.9328 5.0893 2.6886
C 0.8709 5.0976 0.6956
Cl 0.9718 6.7894 0.9164
C 1.6909 4.4472 -0.2260
Cl 2.8559 5.3612 -1.1017
```

Computed properties:
Orbital gap (spin up / spin down) = 5.69 / 6.35 eV
Maximum force = 2.9 eV Å⁻¹
2S+1 = 2
E_tot = -101706.5561 eV
Net charge = +1

---

Entry 6:
The following is a DFT calculation (wB97M-V/def2-TZVPD) of a structure of composition C28H25F5IrNS in a non-equilibrium geometry.

```
61
C28H25F5IrNS (wB97M-V/def2-TZVPD)
Ir -0.4196 -0.8364 0.2542
C -2.1365 1.3230 -0.1008
C -2.1688 1.5476 -1.5284
C -2.6910 0.3706 -2.1950
C -2.8767 -0.6130 -1.1896
C -2.5151 -0.0975 0.1560
C -3.3682 -0.5031 1.3848
C -3.6075 -1.9199 -1.3879
C -3.1523 0.2574 -3.6021
C -2.0247 2.9101 -2.1305
C -1.9744 2.4449 0.8732
H -3.1863 -1.5796 1.5371
H -4.4880 -0.3791 1.3418
H -3.0160 0.0451 2.3014
H -2.9217 -2.7882 -1.3835
H -4.0693 -1.9050 -2.3901
H -4.3832 -2.0134 -0.6124
H -2.8164 -0.7245 -4.0592
H -2.8831 1.0692 -4.2771
H -4.2519 0.2812 -3.7467
H -2.9712 3.5076 -2.2972
H -1.5468 2.8312 -3.1596
H -1.2941 3.5043 -1.5245
H -2.2395 2.0819 1.8683
H -2.5727 3.3479 0.5480
H -0.8702 2.6570 0.8536
F 5.6307 -2.9806 -2.8737
C 4.3478 -2.9357 -2.4193
C 4.0881 -2.8499 -1.0503
F 5.1294 -2.6415 -0.2448
C 2.7965 -2.6640 -0.5700
F 2.7152 -2.3465 0.7588
C 1.6797 -2.8162 -1.3959
S 0.0360 -2.8065 -0.5641
C 1.9331 -2.9761 -2.7555
F 0.9349 -2.7873 -3.6512
C 3.2231 -2.8750 -3.2265
F 3.3987 -2.7609 -4.5854
N -0.3616 -0.8844 2.3717
C 0.1683 0.2677 3.0613
C -0.5051 0.6562 4.2564
C -0.1331 1.8604 4.8570
C 0.9297 2.5883 4.3641
C 1.6746 2.1554 3.2785
C 1.2586 1.0251 2.5702
C 2.0547 0.5813 1.3506
C 3.3596 0.9074 1.2548
C 4.0659 0.7659 0.0458
C 3.4010 0.4002 -1.1335
C 2.0925 0.0411 -1.0432
C 1.4615 0.0030 0.2224
H 0.0529 -1.8388 2.4667
H -1.3640 -1.0171 2.5765
H -1.2732 0.0740 4.7180
H -0.6242 2.2403 5.7376
H 1.3043 3.5107 4.8489
H 2.6184 2.6220 2.9969
H 3.9059 1.2758 2.1649
H 5.1109 0.9334 0.1175
H 3.8862 0.4839 -2.0941
H 1.4482 -0.0306 -1.9449
```

Computed properties:
Orbital gap (spin up / spin down) = 7.15 / 5.67 eV
Maximum force = 3.0 eV Å⁻¹
2S+1 = 6
E_tot = -58180.7650 eV
Net charge = +1